Record 1
Molecular formula: C3H7Cl2N
Method: DFT, wB97M-V/def2-TZVPD

Each line ends with the natural charge from an NBO analysis.
CARTESIAN COORDINATES (ANGSTROEM)
C  -1.03329  0.53577  0.04286  -0.263
C  0.43023  0.68242  -0.50732  -0.089
C  1.36838  -0.31661  0.33264  -0.401
H  -2.02356  -1.09750  -1.14873  0.392
H  -1.55086  -1.61698  0.76206  0.389
H  -1.84275  1.30463  -0.01021  0.229
H  -0.90567  0.54589  1.09494  0.191
H  0.36612  0.43157  -1.49871  0.205
H  1.33598  -0.12459  1.42217  0.217
H  0.91683  -1.26760  0.19798  0.234
N  -1.33757  -0.96441  -0.34489  -0.910
Cl  1.22123  2.41912  -0.11945  -0.147
Cl  3.05492  -0.53170  -0.22335  -0.047

Results
Gap between HOMO and LUMO (Ha): 0.37999
ΔE to the lowest compared entry with this formula, charge and spin (kJ/mol): 236.7

Record 2
Molecular formula: C17H15GaN2O4S2
Method: DFT, wB97M-V/def2-TZVPD

Each line ends with the natural charge from an NBO analysis.
CARTESIAN COORDINATES (ANGSTROEM)
Ga  -0.27753  -0.15906  -1.00507  1.701
N  3.60750  0.90532  -0.21402  -0.770
C  2.37063  0.73130  -0.64711  0.731
O  1.83121  -0.37114  -0.76200  -0.685
C  1.63882  1.96668  -1.03855  -0.526
C  0.23651  1.64352  -1.52711  -0.977
H  4.10043  0.12950  0.20868  0.412
H  3.97261  1.84120  -0.04581  0.407
H  2.25133  2.49020  -1.79268  0.234
H  1.62251  2.63106  -0.16149  0.248
H  0.15709  1.73722  -2.61334  0.238
H  -0.47503  2.33067  -1.08593  0.250
S  -2.55920  -0.69499  -1.92873  -0.143
C  -1.74202  -2.13832  -1.67742  -0.091
N  -0.47479  -2.07611  -1.29809  -0.716
C  0.07003  -3.31820  -1.01559  0.208
C  1.35809  -3.57942  -0.58377  -0.246
C  1.71684  -4.88418  -0.37075  -0.186
C  0.83283  -5.94296  -0.59643  -0.219
C  -0.45541  -5.68545  -1.02398  -0.206
C  -0.83167  -4.36739  -1.23278  -0.242
S  -2.37187  -3.73909  -1.77714  0.455
H  2.03728  -2.76035  -0.39317  0.245
H  2.71216  -5.11838  -0.01254  0.214
H  1.15565  -6.95951  -0.41328  0.219
H  -1.14505  -6.48829  -1.22911  0.223
O  -3.01807  1.14169  1.16760  -0.682
C  -2.30090  2.23396  1.47272  0.433
C  -2.99533  3.44994  1.58551  -0.299
C  -2.30883  4.61715  1.81134  -0.167
C  -0.93541  4.62294  1.95922  -0.273
C  -0.24804  3.44004  1.91761  -0.141
C  -0.90205  2.20738  1.65717  -0.307
C  -0.08898  0.95896  1.53798  0.801
O  1.03566  0.83910  1.94001  -0.612
O  -0.71614  -0.01639  0.84808  -0.915
H  -2.36158  0.43092  0.99660  0.514
H  -4.08241  3.42684  1.44402  0.226
H  -2.84082  5.54117  1.80599  0.211
H  -0.39685  5.57269  2.05940  0.214
H  0.82079  3.40980  2.03396  0.218

Results
Gap between HOMO and LUMO (Ha): 0.31672
ΔE to the lowest compared entry with this formula, charge and spin (kJ/mol): 0.0

Record 3
Molecular formula: C19H51HgO7
Method: DFT, wB97M-V/def2-TZVPD

Each line ends with the Löwdin charge.
CARTESIAN COORDINATES (ANGSTROEM)
Hg  -3.60644  0.39365  2.42484  1.314
C  -0.48952  0.45714  0.65220  -0.167
O  -1.30356  0.22865  1.81744  -0.380
H  0.00750  1.42342  0.56621  0.063
H  0.36318  -0.22182  0.65258  0.084
H  -1.03020  0.20232  -0.25930  0.065
C  0.17324  -4.46581  3.65649  -0.049
C  0.46109  -3.03793  3.19987  -0.470
C  0.96448  -2.96924  1.76621  -0.060
O  -0.76664  -2.31880  3.22518  -0.076
H  -0.00880  -4.61915  4.72018  0.081
H  1.13156  -4.95818  3.49128  0.079
H  -0.62924  -4.95718  3.10632  0.084
H  1.19888  -2.63510  3.89378  0.140
H  1.59436  -2.10715  1.54679  0.059
H  0.17086  -2.95594  1.01916  0.079
H  1.62361  -3.81427  1.56729  0.080
H  -0.60672  -1.49427  2.76023  0.020
C  -4.51545  -3.39931  0.43807  -0.042
C  -3.75253  -2.12136  0.15948  -0.428
C  -3.48814  -1.92423  -1.38455  -0.030
O  -4.51421  -0.96090  0.63519  -0.202
H  -4.13911  -4.22333  -0.16811  0.098
H  -5.53794  -3.22839  0.10133  0.089
H  -4.47865  -3.64480  1.49943  0.090
H  -2.83961  -2.18646  0.75146  0.118
H  -3.04494  -0.97074  -1.67183  0.062
H  -4.33752  -2.19656  -2.01102  0.090
H  -2.66229  -2.54293  -1.73566  0.083
H  -5.24585  -0.85570  0.02262  0.103
C  -0.81715  1.68750  -3.11467  -0.056
C  0.08381  0.80845  -3.89769  -0.527
C  -0.13993  -0.69754  -3.57472  -0.056
O  -0.07775  0.99416  -5.24574  -0.006
H  -0.55255  1.64250  -2.05823  0.060
H  -1.84078  1.33995  -3.25429  0.090
H  -0.75498  2.74657  -3.36487  0.077
H  1.09743  0.97172  -3.53159  0.134
H  0.56568  -1.39887  -4.02011  0.070
H  -1.12743  -1.11134  -3.77893  0.072
H  -0.10483  -0.80540  -2.49064  0.050
H  0.53377  0.45715  -5.75492  0.105
C  -1.01333  4.94757  0.59722  -0.068
C  -1.27101  5.89190  -0.59844  -0.465
C  -2.13487  5.17562  -1.63530  -0.052
O  -2.00697  6.93613  -0.01429  -0.051
H  -1.91782  4.65646  1.13131  0.074
H  -0.26923  5.32463  1.29882  0.078
H  -0.72921  3.94045  0.29214  0.049
H  -0.37843  6.25418  -1.10850  0.145
H  -2.40940  5.82322  -2.46797  0.088
H  -3.02079  4.82655  -1.10484  0.078
H  -1.56884  4.32723  -2.01994  0.050
H  -2.69706  6.61931  0.57307  0.085
C  3.00920  1.52604  1.80941  -0.043
C  2.21730  2.01653  3.03570  -0.495
C  1.57293  3.36240  2.86623  -0.052
O  1.36994  0.99753  3.55085  -0.038
H  2.37090  1.44674  0.92941  0.059
H  3.57907  0.61631  1.99843  0.080
H  3.76171  2.27276  1.55596  0.082
H  2.94928  2.16092  3.83035  0.137
H  1.00051  3.62533  3.75578  0.089
H  0.81633  3.29242  2.08473  0.045
H  2.30144  4.14246  2.64514  0.095
H  0.69517  0.79742  2.89798  0.033
C  4.74148  -2.72706  -0.51256  -0.040
C  3.79300  -2.96181  -1.75391  -0.456
C  2.71922  -1.91510  -1.90633  -0.069
O  4.54634  -2.98686  -3.00666  -0.055
H  5.41055  -1.90107  -0.75377  0.080
H  5.30177  -3.61717  -0.22640  0.070
H  4.16299  -2.52899  0.38978  0.055
H  3.34129  -3.94739  -1.64125  0.128
H  2.00452  -1.90715  -1.08338  0.058
H  2.12554  -2.24579  -2.75855  0.061
H  3.12467  -0.91308  -2.04658  0.092
H  4.94524  -3.85885  -2.96078  0.082

Results
Total charge: +1
Gap between HOMO and LUMO (Ha): 0.14432
ΔE to the lowest compared entry with this formula, charge and spin (kJ/mol): 0.0

Record 4
Molecular formula: C49H111N6O13
Method: DFT, wB97M-V/def2-TZVPD

Each line ends with the Löwdin charge.
CARTESIAN COORDINATES (ANGSTROEM)
C  -3.29422  -4.93993  -0.02756  -0.088
C  -3.62700  -3.74494  0.86867  -0.242
C  -2.59035  -3.58097  1.94353  -0.159
N  -3.14583  -2.80571  3.11517  -0.190
C  -1.99727  -2.76064  4.11474  -0.128
C  -2.40667  -2.30265  5.49853  -0.202
C  -3.38285  -3.22264  6.11280  -0.208
C  -4.60241  -3.31242  5.23640  -0.196
C  -4.31517  -3.67818  3.81829  -0.065
C  -3.64644  -1.39355  2.72573  0.049
H  -2.38380  -4.79700  -0.64120  0.077
H  -4.10316  -5.10284  -0.76765  0.077
H  -3.15908  -5.85599  0.58921  0.086
H  -4.63666  -3.83112  1.30411  0.106
H  -3.58181  -2.86538  0.23898  0.089
H  -1.68916  -3.12123  1.58731  0.083
H  -2.24972  -4.54649  2.31703  0.133
H  -1.54608  -3.72634  4.28430  0.138
H  -1.21669  -2.15070  3.63884  0.109
H  -1.51287  -2.28215  6.10732  0.105
H  -2.76432  -1.24855  5.51419  0.131
H  -2.88919  -4.25139  6.13807  0.143
H  -3.70277  -3.10651  7.14199  0.118
H  -5.32724  -4.04633  5.64207  0.132
H  -5.20782  -2.37882  5.24005  0.129
H  -3.98925  -4.70101  3.65750  0.134
H  -5.12490  -3.36823  3.12634  0.121
H  -4.05863  -0.96929  3.65304  0.106
H  -4.40992  -1.46991  1.94440  0.087
H  -2.77411  -0.85670  2.34628  0.071
C  1.84747  -4.10222  -3.36681  -0.079
C  1.44167  -3.37119  -4.67662  -0.220
C  2.28030  -2.12147  -4.85818  -0.129
N  1.91672  -1.16034  -6.05851  -0.217
C  2.98926  -0.08571  -6.03028  -0.115
C  3.04093  0.87405  -7.24637  -0.153
C  3.08719  0.10703  -8.54597  -0.185
C  1.93731  -0.92747  -8.55933  -0.147
C  2.18101  -1.91496  -7.39584  -0.087
C  0.47271  -0.68129  -5.91734  0.019
H  1.19862  -4.94682  -3.34751  0.063
H  1.68597  -3.51507  -2.41063  0.065
H  2.89702  -4.43154  -3.30956  0.086
H  0.39529  -3.13968  -4.65750  0.090
H  1.76878  -4.05606  -5.47330  0.113
H  3.33051  -2.44236  -4.94685  0.126
H  2.19898  -1.37659  -4.00128  0.135
H  3.93029  -0.55076  -5.83152  0.115
H  2.76682  0.53668  -5.11167  0.139
H  3.95965  1.43873  -7.07881  0.124
H  2.22249  1.55073  -7.17500  0.106
H  4.01537  -0.45075  -8.61147  0.110
H  3.02334  0.77560  -9.43389  0.127
H  1.71895  -1.39322  -9.51894  0.118
H  0.99302  -0.39801  -8.35355  0.109
H  3.17488  -2.32500  -7.26794  0.128
H  1.46116  -2.75444  -7.41496  0.128
H  0.41940  0.25884  -6.44130  0.078
H  0.25444  -0.53202  -4.89750  0.065
H  -0.14612  -1.39431  -6.48382  0.117
C  2.97842  4.36759  0.73388  -0.086
C  2.88051  4.74843  2.19134  -0.224
C  1.41691  4.63693  2.64921  -0.137
N  1.15114  4.85055  4.11581  -0.245
C  -0.35881  4.72370  4.27538  -0.090
C  -0.67501  4.92568  5.73934  -0.178
C  0.01900  4.04655  6.76480  -0.160
C  1.54135  3.87162  6.40484  -0.140
C  1.74477  3.65683  4.90468  -0.119
C  1.79920  6.14013  4.55454  0.022
H  3.99659  4.36024  0.35117  0.079
H  2.25205  4.90466  0.13885  0.075
H  2.68549  3.31220  0.68106  0.066
H  3.16351  5.77694  2.30486  0.098
H  3.47671  4.07258  2.75576  0.093
H  1.03680  3.64041  2.49324  0.111
H  0.76992  5.41645  2.10161  0.165
H  -0.60963  3.77133  3.95667  0.095
H  -0.81354  5.43499  3.60359  0.133
H  -1.76310  4.83158  6.00346  0.141
H  -0.55450  5.98720  5.93886  0.097
H  -0.36692  3.00408  6.77488  0.102
H  -0.14068  4.52360  7.74003  0.115
H  1.85697  2.89906  6.80453  0.114
H  2.22845  4.63870  6.78542  0.109
H  1.13054  2.81665  4.47435  0.107
H  2.79408  3.56119  4.63027  0.117
H  2.84108  5.99936  4.80592  0.107
H  1.33120  6.49415  5.45031  0.085
H  1.77289  6.90226  3.76938  0.111
C  7.73844  0.73010  -1.17748  -0.046
C  6.34346  0.36782  -0.73511  -0.331
C  5.97041  -1.09091  -0.99328  -0.198
O  4.61865  -1.26953  -0.76635  -0.143
C  3.89282  -1.33590  -1.95496  -0.114
N  6.24382  0.57230  0.74304  0.143
H  6.69020  -0.09884  1.34186  0.143
H  6.77682  1.40970  0.94728  0.139
H  5.16740  0.64482  1.19607  0.130
H  8.10408  1.63239  -0.74050  0.067
H  7.81485  0.77848  -2.27828  0.100
H  8.48377  -0.01647  -0.79330  0.107
H  5.65339  1.09367  -1.08339  0.146
H  6.51485  -1.69612  -0.24203  0.148
H  6.23826  -1.31262  -2.01027  0.117
H  3.48384  -0.33919  -2.19624  0.087
H  3.03020  -1.96084  -1.77238  0.050
H  4.46429  -1.67220  -2.82835  0.083
C  -7.55128  -1.09392  -3.74539  -0.055
C  -6.05901  -0.97838  -3.62317  -0.410
C  -5.59612  0.37710  -4.09423  -0.203
O  -4.20105  0.31178  -4.40671  -0.194
C  -3.54899  1.56865  -4.25650  -0.086
N  -5.54086  -1.29106  -2.26102  0.066
H  -5.95919  -0.65485  -0.86007  0.132
H  -5.55313  -2.27584  -2.06740  0.094
H  -4.58694  -0.92300  -2.27100  0.103
H  -7.75979  -0.55439  -4.66306  0.072
H  -8.16479  -0.58012  -2.97111  0.096
H  -7.84354  -2.16386  -3.73459  0.088
H  -5.61794  -1.72293  -4.27710  0.137
H  -5.82397  1.12967  -3.25315  0.141
H  -6.15120  0.68264  -5.00975  0.134
H  -4.18754  2.38433  -4.64597  0.101
H  -2.59424  1.56291  -4.70590  0.061
H  -3.32283  1.72184  -3.20644  0.082
C  -1.02087  1.76947  0.01820  -0.029
C  -0.54296  0.46232  0.52265  -0.319
C  -1.31894  -0.69066  -0.09953  -0.191
O  -1.15296  -0.76799  -1.49933  -0.157
C  -0.86688  -2.01886  -2.06896  -0.075
N  0.92259  0.31110  0.17309  0.201
H  1.14537  0.66123  -0.81391  0.117
H  1.48145  0.80968  0.90682  0.097
H  1.28886  -0.70551  0.22674  0.137
H  -1.00134  1.84883  -1.06940  0.086
H  -0.39532  2.57527  0.47030  0.091
H  -2.02088  1.83665  0.38142  0.078
H  -0.59503  0.31084  1.63570  0.148
H  -2.36621  -0.48327  0.15402  0.119
H  -0.95682  -1.58886  0.41015  0.097
H  -0.19455  -2.57777  -1.43719  0.060
H  -0.46163  -1.90993  -3.05856  0.065
H  -1.77524  -2.61361  -2.05279  0.079
C  0.50961  -0.65475  5.08987  -0.001
C  -0.56615  0.40668  4.58717  -0.617
O  -0.34915  1.56726  5.07187  -0.087
O  -1.50830  0.01105  3.83148  -0.102
H  1.17561  -0.24143  5.84902  0.059
H  1.09579  -0.84510  4.20891  0.055
H  0.10155  -1.60264  5.42771  0.038
C  1.12534  3.52144  -3.34131  -0.027
C  0.95796  2.00942  -3.51335  -0.675
O  1.37529  1.27723  -2.53991  -0.114
O  0.51162  1.57978  -4.62394  -0.095
H  2.09622  3.88193  -3.75727  0.085
H  1.07610  3.75438  -2.29964  0.035
H  0.27083  4.07736  -3.76537  0.076
C  3.53759  0.66604  4.58132  -0.010
C  3.33238  0.91550  3.03453  -0.579
O  2.24646  1.23168  2.50892  -0.026
O  4.49577  0.93767  2.45146  -0.110
H  3.53798  -0.37478  4.91975  0.076
H  2.83206  1.17723  5.26935  0.052
H  4.52967  1.06223  4.79231  0.066
C  -6.86908  1.90152  1.23891  0.002
C  -6.54646  1.08300  -0.02068  -0.684
O  -6.13242  -0.07577  0.08136  0.073
O  -6.81781  1.66082  -1.06624  0.025
H  -7.93443  2.14224  1.18797  0.085
H  -6.41230  2.86285  1.34137  0.065
H  -6.58359  1.32332  2.15047  0.080
C  2.62591  -4.08320  1.32127  -0.011
C  1.45747  -3.11858  0.89018  -0.704
O  0.46056  -3.10945  1.63608  -0.045
O  1.65708  -2.47531  -0.15986  -0.096
H  3.30375  -3.64830  2.03114  0.052
H  3.20500  -4.39975  0.43913  0.064
H  2.15277  -4.95624  1.79862  0.066

Results
Total charge: +1
Gap between HOMO and LUMO (Ha): 0.30026

Record 5
Molecular formula: FHN2O2S
Method: DFT, wB97M-V/def2-TZVPD

Each line ends with the natural charge from an NBO analysis.
CARTESIAN COORDINATES (ANGSTROEM)
N  -0.62737  -1.08192  0.54564  0.396
N  1.58852  0.61344  3.04382  -0.270
O  -0.91542  0.17640  0.46392  -0.477
O  0.28671  -1.47394  1.21854  -0.381
F  0.17372  0.90902  3.66671  -0.385
S  1.87852  -0.83435  3.02119  0.634
H  -0.46486  0.85741  1.18541  0.485

Results
Gap between HOMO and LUMO (Ha): 0.32022
ΔE to the lowest compared entry with this formula, charge and spin (kJ/mol): 334.5

Number 1: electronic energy -1093.55763 a.u.. Number 2: electronic energy -3788.60677 a.u.. Number 3: electronic energy -1434.14456 a.u.. Number 4: electronic energy -3239.96184 a.u.. Number 5: electronic energy -758.41449 a.u..